Entry 1:
{"formula": "C27H36As2F12N5O", "method": "ωB97M-V/def2-TZVPD", "total_charge": 3, "lumo_ev": -8.91, "total_energy_ev": -192348.207, "gap_ev": 6.7, "elements": ["C", "C", "O", "N", "H", "H", "C", "H", "H", "H", "H", "H", "H", "C", "N", "C", "C", "C", "C", "C", "C", "C", "C", "N", "C", "C", "C", "H", "H", "H", "H", "H", "H", "H", "H", "H", "H", "H", "H", "H", "H", "C", "N", "C", "C", "C", "C", "C", "C", "C", "C", "N", "C", "C", "C", "H", "H", "H", "H", "H", "H", "H", "H", "H", "H", "H", "H", "H", "H", "As", "F", "F", "F", "F", "F", "F", "As", "F", "F", "F", "F", "F", "F"], "xyz": [[-0.2805, 1.1443, 2.4238], [0.1127, -0.3160, 2.6615], [1.1772, -0.6376, 3.0653], [-0.9403, -1.3905, 2.5588], [-1.8662, -0.9623, 2.4676], [-0.9131, -2.0169, 1.7433], [-1.0459, -2.2714, 3.8370], [0.0286, 1.6192, 3.3543], [-1.3515, 1.2060, 2.2753], [0.3555, 1.4267, 1.5874], [-0.6264, -1.6829, 4.6512], [-0.3592, -3.0958, 3.6905], [-2.1014, -2.4265, 4.0220], [0.6612, -7.1631, -1.9824], [1.2866, -5.9871, -1.2759], [0.6736, -4.8120, -1.4648], [1.0849, -3.6831, -0.7786], [2.1218, -3.7809, 0.1408], [2.7228, -5.0251, 0.2984], [2.2915, -6.1253, -0.4049], [2.7256, -2.6202, 0.8349], [2.6388, -1.3230, 0.2729], [3.2371, -0.2806, 0.9205], [4.0936, -0.4814, 1.9446], [4.1656, -1.7000, 2.5308], [3.3754, -2.7230, 2.0575], [4.9371, 0.6106, 2.4663], [1.4662, -7.8927, -2.0630], [0.4064, -6.8371, -2.9880], [-0.1566, -7.5273, -1.3709], [-0.1198, -4.7646, -2.1942], [0.6365, -2.7308, -1.0251], [3.5575, -5.1753, 0.9692], [2.6801, -7.1223, -0.2540], [2.0546, -1.1229, -0.6155], [3.0944, 0.7265, 0.5535], [4.8913, -1.7295, 3.3310], [3.5821, -3.6702, 2.5420], [5.9725, 0.3636, 2.2458], [4.7500, 0.6496, 3.5385], [4.6646, 1.5771, 2.0564], [-5.4893, 5.4174, 2.8390], [-4.3853, 5.1534, 1.8991], [-3.7541, 6.1804, 1.3181], [-2.5869, 5.9658, 0.6043], [-2.1427, 4.6616, 0.3947], [-2.8817, 3.5910, 0.8976], [-4.0072, 3.8810, 1.6639], [-0.9739, 4.4380, -0.4999], [0.2943, 4.8984, -0.1479], [1.3180, 4.8830, -1.0813], [1.0827, 4.4436, -2.3226], [-0.1468, 4.0411, -2.6953], [-1.2189, 4.0529, -1.8079], [2.2011, 4.1972, -3.2476], [-5.1231, 5.2347, 3.8538], [-6.3215, 4.7181, 2.7825], [-5.7772, 6.4583, 2.7530], [-3.9706, 7.1895, 1.6422], [-2.0203, 6.8480, 0.3409], [-2.6622, 2.5694, 0.6197], [-4.6586, 3.1946, 2.1877], [0.4525, 5.2729, 0.8536], [2.3264, 5.1664, -0.8175], [-0.2734, 3.6711, -3.7020], [-2.1498, 3.7508, -2.2662], [2.9555, 4.9784, -3.2060], [1.8703, 4.0376, -4.2688], [2.6757, 3.2685, -2.9255], [-0.8743, 0.0550, -1.6966], [-0.8575, 1.3275, -2.8932], [0.4811, -0.7537, -2.4535], [-0.8194, -1.1970, -0.4379], [-2.1747, 0.8942, -0.8494], [-2.0149, -0.7550, -2.6747], [0.3147, 0.9682, -0.7205], [-2.0804, -4.7179, -4.6670], [-2.3785, -5.5781, -3.1469], [-1.5989, -6.2470, -5.3283], [-1.7452, -3.8438, -6.1388], [-2.4694, -3.2269, -3.8241], [-0.3984, -4.4119, -4.2119], [-3.7024, -4.9228, -5.2425]], "forces_ev_per_angstrom": [[0.2, -2.0, 0.5], [0.3, 0.9, 0.3], [0.1, -0.5, -0.2], [-1.7, -0.5, 0.7], [0.2, 0.2, -0.2], [0.6, 0.4, -0.3], [1.0, 1.2, -0.3], [-0.1, 0.3, -0.1], [0.0, 0.5, -0.4], [-0.4, 0.5, -0.2], [-0.2, 0.1, 0.0], [-0.6, -0.5, 0.0], [0.1, -0.7, -0.1], [1.5, 0.1, 0.0], [-1.3, -0.2, -0.2], [0.2, 0.5, 0.1], [0.3, 0.3, 0.0], [0.4, -0.4, -0.4], [0.4, -0.5, 0.4], [-0.3, 0.2, 0.1], [-0.6, 1.1, -0.3], [-0.5, -0.9, 0.5], [0.6, 0.2, -0.3], [-0.7, -0.1, -0.1], [-0.3, 1.4, -0.7], [1.7, -0.9, 0.1], [-0.2, -0.2, 0.6], [-0.3, -0.2, 0.0], [-0.5, 0.0, 0.1], [-0.2, 0.0, -0.2], [-0.2, -0.1, -0.4], [-0.2, -0.1, 0.0], [0.0, 0.0, 0.0], [0.1, 0.0, -0.1], [0.0, 0.0, -0.1], [0.3, 0.1, 0.1], [-0.2, -0.5, 0.2], [-0.6, -0.1, 0.0], [0.0, 0.2, 0.1], [0.3, 0.1, 0.0], [-0.1, -0.2, -0.3], [0.1, -0.1, 1.1], [-0.3, -0.1, -0.5], [1.4, 0.1, 0.7], [-0.3, -0.1, 0.6], [-0.2, -0.2, -0.3], [-1.0, 0.4, 0.1], [0.2, 0.3, 0.1], [-0.5, 0.9, -0.4], [0.2, -0.1, -0.3], [-0.5, -0.1, 0.9], [-0.5, -0.5, -0.6], [-0.1, 0.0, 0.5], [1.1, -0.2, -0.8], [0.8, -0.5, 0.0], [0.3, 0.3, -0.1], [0.0, 0.2, -0.8], [-0.3, -0.1, -0.1], [-0.6, -0.1, -0.2], [0.0, -0.1, -0.4], [0.2, -0.1, 0.1], [0.3, -0.5, -0.4], [0.3, 0.0, 0.0], [0.0, 0.1, -0.2], [0.1, 0.1, -0.1], [-0.3, -0.1, 0.6], [-0.3, 0.2, 0.0], [-0.3, 0.3, 0.1], [0.0, 0.0, 0.0], [-0.3, -0.2, -1.9], [0.4, 0.1, 0.5], [-0.3, 0.3, 0.5], [-0.2, 0.3, 0.4], [0.6, -0.1, 0.4], [0.5, -0.1, 0.9], [-0.3, 0.0, 0.1], [-0.8, 0.5, -1.2], [0.3, 0.3, -0.1], [0.1, 0.3, 0.0], [0.1, -0.3, 0.5], [0.0, -0.5, -0.1], [0.4, -0.4, 0.7], [0.4, -0.1, 0.7]], "mulliken_charge": [-0.8124, 0.4950, -0.4316, 0.0316, 0.4426, 0.2190, -0.7346, 0.4653, 0.3090, 0.0191, 0.3582, 0.3149, 0.3621, -0.7981, 0.1581, -1.1614, -0.3964, 1.1070, -0.9275, -0.5566, 1.3675, -1.0014, -0.2255, 0.1513, -0.4611, -0.9482, -0.9440, 0.3581, 0.3535, 0.2976, 0.8327, 0.5252, 0.4726, 0.4235, 0.5179, 0.5109, 0.5626, 0.5683, 0.3577, 0.3954, 0.3246, -0.8489, 0.0080, -0.2640, -0.6728, 0.2372, -0.5653, -0.7474, 1.2000, -0.6929, -0.3612, 0.0652, -0.2245, -0.4853, -0.8722, 0.4139, 0.3537, 0.2810, 0.3603, 0.4892, 0.8215, 0.4704, 0.5869, 0.4601, 0.3646, 0.4734, 0.3549, 0.3269, 0.3779, 2.0395, -0.4758, -0.4899, -0.5382, -0.4484, -0.3989, -0.5431, 2.0136, -0.5047, -0.4934, -0.4871, -0.4850, -0.5328, -0.4691]}



Entry 2:
{"formula": "C27H36BF5N10NaO3", "method": "ωB97M-V/def2-TZVPD", "total_charge": -1, "lumo_ev": 2.04, "total_energy_ev": -68313.856, "gap_ev": 7.2, "elements": ["Na", "C", "C", "C", "C", "C", "N", "N", "B", "N", "N", "C", "C", "C", "C", "C", "N", "N", "C", "C", "C", "C", "C", "H", "H", "H", "H", "H", "H", "H", "H", "H", "H", "H", "H", "H", "H", "H", "H", "H", "H", "H", "H", "H", "H", "N", "C", "C", "C", "C", "N", "C", "N", "N", "C", "O", "O", "H", "H", "H", "H", "H", "H", "H", "H", "H", "H", "H", "H", "H", "H", "F", "C", "C", "F", "C", "F", "C", "O", "C", "F", "C", "F"], "xyz": [[0.0570, 0.2698, -0.1590], [-1.8057, 3.1744, -1.6486], [-2.4486, 1.8364, -1.8457], [-3.5642, 1.5868, -2.6484], [-3.7202, 0.2041, -2.6515], [-4.7312, -0.5927, -3.4468], [-2.7559, -0.3053, -1.8459], [-1.9837, 0.6875, -1.3557], [-2.6112, -1.7860, -1.4159], [-1.2744, -2.4088, -1.8252], [-0.0720, -2.0777, -1.2368], [0.8705, -2.8232, -1.8464], [2.2925, -2.7940, -1.4568], [0.2599, -3.6232, -2.8129], [-1.0790, -3.3505, -2.7788], [-2.1343, -3.8414, -3.7128], [-3.0545, -2.0562, 0.0473], [-2.2289, -2.0734, 1.1239], [-2.9195, -2.5474, 2.1472], [-2.3782, -2.7652, 3.5227], [-4.2488, -2.7952, 1.7388], [-4.3015, -2.4805, 0.4070], [-5.4797, -2.5901, -0.5254], [-2.5638, 3.9391, -1.5654], [-1.1525, 3.4430, -2.4856], [-1.1614, 3.1790, -0.7720], [-4.1723, 2.2642, -3.2210], [-5.3155, 0.1407, -3.9985], [-5.4175, -1.1480, -2.8260], [-4.2492, -1.2675, -4.1708], [-3.4298, -2.3379, -2.0902], [2.4832, -1.9181, -0.8565], [2.9681, -2.7810, -2.3071], [2.5449, -3.6583, -0.7735], [0.7226, -4.3344, -3.4737], [-1.6545, -4.5469, -4.4258], [-2.5663, -3.0131, -4.3137], [-2.9707, -4.3416, -3.2340], [-1.3177, -2.9802, 3.4684], [-2.7889, -3.6846, 3.9112], [-2.5792, -1.9413, 4.1898], [-5.0740, -3.1368, 2.3548], [-6.1996, -3.3044, -0.1366], [-5.1802, -2.8368, -1.5441], [-5.9881, -1.5955, -0.5384], [-0.7170, 0.4767, 2.3477], [0.5799, 1.0911, 2.6302], [0.9907, 1.0357, 4.1143], [2.3757, 1.6543, 4.4229], [3.5262, 1.2429, 3.4938], [3.4766, 1.8629, 2.1955], [3.6530, 3.1492, 1.9465], [4.3567, 3.9895, 2.7440], [3.1240, 3.6313, 0.8069], [0.6739, 2.5304, 2.0342], [0.8557, 3.4567, 2.8244], [0.6273, 2.5842, 0.7723], [-1.4541, 1.0387, 2.7463], [-0.8033, -0.4982, 2.6255], [1.3163, 0.5039, 2.0862], [0.9846, 0.0123, 4.5122], [0.2015, 1.5437, 4.6918], [2.6994, 1.3905, 5.4273], [2.3064, 2.7511, 4.4206], [3.5274, 0.1500, 3.3416], [4.4393, 1.5141, 4.0715], [3.1124, 1.2650, 1.4425], [4.4839, 3.6965, 3.7193], [4.0208, 4.9482, 2.6755], [2.3022, 3.1553, 0.4697], [3.1824, 4.6169, 0.6069], [5.5664, 2.8316, -3.5654], [4.9107, 2.0764, -2.6774], [5.5588, 1.5758, -1.5567], [6.8626, 1.7851, -1.3736], [4.8726, 0.8707, -0.5719], [5.5657, 0.4720, 0.4888], [3.4621, 0.5845, -0.6437], [2.7725, 0.0795, 0.3069], [2.8937, 1.0492, -1.8613], [1.5798, 0.8140, -2.0313], [3.5681, 1.7830, -2.8018], [2.9185, 2.2972, -3.8477]], "forces_ev_per_angstrom": [[0.0, -0.1, 0.1], [0.5, -0.4, 0.2], [0.0, -0.1, -0.2], [-0.3, -0.9, -0.4], [0.0, 0.2, 0.1], [0.6, 0.5, -0.1], [-0.2, 0.2, 0.0], [0.3, 0.5, 0.1], [-0.4, -0.1, -0.4], [1.0, 0.1, 0.6], [0.2, -0.3, -0.6], [-1.5, 0.4, 0.4], [0.4, -0.6, 1.2], [0.4, -0.6, -0.5], [-0.4, 0.6, 0.2], [0.1, 0.0, -0.9], [-0.2, -0.1, 0.2], [0.5, -0.2, -0.1], [-0.9, 0.3, -0.5], [0.4, -0.4, -0.8], [-0.3, -0.2, 0.6], [0.3, -0.2, -0.5], [0.0, 1.1, 0.4], [-0.2, 0.3, 0.1], [-0.2, -0.1, -0.1], [-0.1, 0.0, 0.2], [0.0, 0.2, 0.0], [-0.1, 0.0, -0.2], [-0.1, -0.3, 0.2], [-0.2, 0.1, 0.3], [0.0, -0.1, -0.1], [0.1, 0.4, 0.2], [0.0, -0.2, -0.1], [-0.2, 0.6, -0.9], [0.2, -0.1, -0.1], [-0.4, 0.4, 0.4], [0.3, -0.4, 0.4], [0.0, -0.1, 0.2], [0.4, 0.4, 0.0], [-0.5, -0.2, 0.4], [0.0, 0.2, 0.3], [0.2, 0.0, -0.1], [0.0, -0.2, 0.0], [-0.1, -0.1, 0.2], [0.2, -0.6, -0.2], [0.3, 0.4, -0.3], [0.2, -0.6, 0.6], [0.0, 0.5, 0.3], [-0.4, 0.3, 0.0], [0.2, -0.2, 1.2], [0.5, 0.9, 0.3], [-1.0, -0.4, -1.0], [-0.2, 0.3, 1.0], [1.5, 0.3, 0.6], [-0.4, -1.0, 0.0], [0.0, 0.8, 0.2], [0.0, -0.2, -0.3], [-0.3, -0.2, 0.0], [0.0, 0.3, -0.1], [0.1, -0.1, -0.2], [0.0, -0.1, -0.5], [0.3, 0.1, -0.1], [-0.1, -0.3, 0.3], [-0.1, -0.3, -0.1], [0.2, 0.5, -0.1], [-0.1, -0.3, -0.8], [-0.2, -0.4, -0.4], [-0.1, 0.1, -0.8], [0.2, -0.4, 0.1], [-1.0, -0.3, -0.3], [0.1, -0.1, 0.1], [0.1, 0.1, -0.4], [0.3, -0.5, 0.9], [-0.7, -0.3, 0.3], [0.5, 0.2, -0.1], [-1.2, 0.1, -1.1], [0.4, -0.3, 0.8], [1.2, 0.9, -0.7], [-0.2, -0.2, 0.1], [-0.1, -0.5, 0.8], [-0.3, 0.1, -0.2], [0.1, 0.3, -0.3], [-0.4, 0.0, -0.4]], "mulliken_charge": [1.0126, -1.2106, 0.5602, -1.4649, 0.9756, -1.0549, 0.6712, -0.1760, -1.2617, 1.0436, -0.4798, 0.6024, -0.8006, -1.3981, 0.9422, -1.2161, 1.0916, -0.6501, 0.8573, -1.5356, -1.2719, 0.8619, -1.3966, 0.3654, 0.1993, 0.1514, 0.4421, 0.3639, 0.1436, 0.1143, -0.3805, -0.1192, 0.3210, 0.2180, 0.4291, 0.3199, 0.1156, 0.2590, 0.3694, 0.4233, 0.2224, 0.3953, 0.4018, 0.2355, 0.2370, -0.1258, 0.2936, -1.2405, -0.5998, -0.7737, 0.5766, 0.4706, -0.5591, -0.0569, 0.7907, -0.7629, -0.4667, 0.2379, 0.0515, -0.1128, 0.3592, 0.3538, 0.4987, 0.2270, 0.3461, 0.4681, -0.3568, 0.2843, 0.2505, -0.0480, 0.2693, -0.3465, 0.5425, 0.4356, -0.3495, -0.1136, -0.4383, 1.2855, -1.3130, -0.5332, -0.2115, 0.0815, -0.3437]}



Entry 3:
{"formula": "C27H36Cl2F4N5O4PSV", "method": "ωB97M-V/def2-TZVPD", "total_charge": 1, "lumo_ev": [-2.71, -2.89], "total_energy_ev": -125947.503, "multiplicity": 3, "gap_ev": [7.3, 7.6], "elements": ["V", "C", "N", "C", "C", "C", "N", "C", "C", "F", "C", "F", "C", "C", "F", "C", "F", "H", "H", "H", "H", "H", "H", "H", "H", "H", "H", "H", "Cl", "C", "C", "C", "Cl", "C", "C", "C", "C", "N", "C", "C", "O", "H", "H", "H", "H", "C", "C", "N", "C", "S", "N", "C", "C", "H", "H", "H", "H", "H", "H", "H", "H", "H", "H", "H", "H", "C", "O", "P", "O", "C", "O", "C", "H", "H", "H", "H", "H", "H", "H", "H", "H"], "xyz": [[0.1753, -0.5866, -0.1245], [2.2417, -1.4784, 3.6604], [1.4812, -2.0566, 2.5642], [2.2254, -3.1627, 1.9776], [0.1431, -2.4641, 2.9632], [-0.8279, -2.3883, 1.7660], [-0.9074, -1.0343, 1.2834], [-1.8426, -0.1786, 1.7337], [-1.6388, 1.1934, 1.4653], [-0.4433, 1.5317, 0.8753], [-2.5417, 2.1974, 1.7316], [-2.2073, 3.4579, 1.4177], [-3.7634, 1.9092, 2.3127], [-4.0005, 0.5808, 2.6306], [-5.1742, 0.2552, 3.1773], [-3.0819, -0.4283, 2.3813], [-3.4496, -1.6845, 2.7143], [2.4530, -2.2033, 4.4600], [1.6947, -0.6403, 4.0963], [3.1973, -1.1287, 3.2694], [2.4905, -3.9271, 2.7253], [3.1411, -2.7760, 1.5288], [1.6259, -3.6287, 1.1990], [-0.2195, -1.7862, 3.7425], [0.1276, -3.4843, 3.3762], [-1.7905, -2.8052, 2.0782], [-0.4485, -3.0054, 0.9417], [-4.5005, 2.6707, 2.4896], [1.4483, 2.4588, -3.4935], [-0.1801, 1.8906, -3.3636], [-1.1421, 2.2922, -4.2825], [-2.4249, 1.7899, -4.2036], [-3.5851, 2.2661, -5.3865], [-2.7917, 0.8865, -3.1767], [-4.0415, 0.2478, -3.0538], [-4.2427, -0.6472, -2.0302], [-3.2195, -0.8837, -1.1022], [-2.0403, -0.3043, -1.1863], [-1.8121, 0.5230, -2.2168], [-0.4665, 0.9821, -2.3397], [0.4183, 0.5065, -1.5383], [-0.8718, 2.9726, -5.0747], [-4.8079, 0.4492, -3.7850], [-5.1824, -1.1706, -1.9382], [-3.3645, -1.5824, -0.2886], [2.8354, 4.7435, -0.2139], [1.6542, 3.7890, -0.0719], [2.0659, 2.3957, -0.1369], [2.2559, 1.5042, 0.8183], [2.4524, -0.1535, 0.3256], [2.3699, 1.7162, 2.1235], [2.3507, 2.9197, 2.9380], [0.9769, 3.1841, 3.5489], [2.4806, 5.7683, -0.1571], [3.3276, 4.5985, -1.1707], [3.5710, 4.5900, 0.5721], [0.9569, 3.9531, -0.8969], [1.1110, 3.9792, 0.8530], [2.0460, 1.9939, -1.0741], [2.4593, 0.8544, 2.6502], [2.6823, 3.7708, 2.3463], [3.0760, 2.7643, 3.7422], [0.2316, 3.3738, 2.7830], [1.0251, 4.0516, 4.1993], [0.6527, 2.3342, 4.1420], [2.0897, -4.4817, -1.4418], [0.8795, -3.7661, -1.1821], [0.5772, -2.2608, -1.6484], [1.6010, -2.2240, -2.8956], [1.7628, -1.1407, -3.8028], [-0.8824, -2.4210, -2.2911], [-1.1978, -3.4995, -3.1814], [2.0974, -4.8502, -2.4670], [2.0921, -5.3260, -0.7534], [2.9622, -3.8520, -1.2791], [2.3593, -0.3453, -3.3519], [0.8006, -0.7394, -4.1313], [2.2953, -1.5537, -4.6612], [-1.9590, -4.1189, -2.7093], [-0.3187, -4.1081, -3.4006], [-1.5931, -3.0698, -4.1009]], "forces_ev_per_angstrom": [[0.8, 0.7, 1.0], [-0.1, -0.1, -0.2], [-0.2, -0.4, 0.4], [-0.1, 0.2, 0.1], [-0.2, -0.1, -0.3], [0.3, -0.7, 0.7], [-1.0, -1.0, 1.2], [-1.3, 1.5, 0.7], [-0.1, -0.2, 0.2], [-0.3, -0.3, 0.0], [0.0, -0.1, 0.1], [0.0, -0.1, 0.0], [0.3, -0.3, -0.1], [0.1, 0.3, -0.1], [0.1, -0.1, 0.0], [0.3, -0.1, -0.2], [0.0, 0.2, -0.1], [0.0, 0.0, 0.0], [0.0, 0.0, 0.0], [0.1, 0.1, 0.0], [0.0, 0.0, -0.1], [0.1, 0.0, 0.0], [0.0, -0.1, 0.0], [0.0, 0.0, -0.1], [0.0, 0.0, 0.1], [0.2, 0.1, -0.2], [0.0, -0.1, 0.2], [-0.1, 0.1, 0.1], [0.2, 0.2, -0.1], [0.1, -0.8, 1.0], [-0.9, -0.2, -0.2], [0.6, 0.3, 0.0], [-0.1, 0.0, -0.1], [0.2, -0.2, 0.3], [0.1, -0.2, 0.2], [-0.1, 0.2, -0.3], [0.3, 0.1, 0.1], [0.2, -0.3, 0.2], [0.1, 0.7, -0.8], [-1.0, 1.1, -1.7], [0.7, 1.4, -1.3], [0.0, 0.1, -0.1], [-0.1, 0.0, 0.0], [0.0, 0.0, 0.1], [0.0, 0.0, 0.1], [-0.2, -0.1, 0.0], [0.2, 0.5, 0.2], [-0.1, -0.1, -0.1], [0.3, 0.0, -0.2], [0.8, -0.4, 0.0], [0.0, -0.2, 0.1], [-0.2, 0.4, 0.2], [0.2, 0.0, -0.1], [0.0, 0.1, 0.0], [0.1, 0.0, -0.1], [0.1, 0.0, 0.1], [0.0, -0.1, 0.1], [0.0, -0.1, -0.1], [0.0, 0.0, 0.4], [0.0, 0.1, -0.2], [0.1, -0.1, 0.1], [0.0, 0.1, -0.2], [-0.1, 0.0, -0.1], [0.0, 0.1, 0.1], [-0.1, -0.1, 0.1], [0.2, -0.3, 0.0], [-0.1, 0.4, 0.2], [-0.1, -2.2, -1.7], [-0.4, -0.1, 1.0], [0.2, 0.4, -0.3], [0.5, 0.0, 0.0], [0.0, -0.2, -0.2], [0.0, 0.0, 0.0], [0.1, 0.1, 0.0], [0.0, 0.0, 0.0], [-0.1, -0.1, 0.0], [0.0, -0.1, 0.0], [-0.1, 0.1, 0.1], [0.0, 0.0, 0.0], [-0.1, 0.1, 0.0], [0.0, 0.0, 0.0]], "nbo_charge": [1.1098, -0.4174, -0.4446, -0.4235, -0.2183, -0.2390, -0.7504, 0.1513, 0.2319, -0.3208, 0.3699, -0.3017, -0.3624, 0.3687, -0.2906, 0.2544, -0.3091, 0.1902, 0.1901, 0.2026, 0.1831, 0.2085, 0.2023, 0.2015, 0.1873, 0.2313, 0.2046, 0.2619, 0.0075, -0.0323, -0.2413, -0.0450, 0.0358, -0.1187, -0.1022, -0.2556, 0.0930, -0.4710, 0.1815, 0.2475, -0.7754, 0.2512, 0.2423, 0.2385, 0.2076, -0.6119, -0.2284, -0.5719, 0.4079, -0.1819, -0.5696, -0.2228, -0.6164, 0.2277, 0.2210, 0.2061, 0.2232, 0.2069, 0.4488, 0.4301, 0.2104, 0.2187, 0.2111, 0.2312, 0.2139, -0.2426, -0.8332, 1.8345, -0.8177, -0.2453, -0.8210, -0.2480, 0.1967, 0.2050, 0.1932, 0.2018, 0.1851, 0.2080, 0.2009, 0.1930, 0.2006]}